DFT (ωB97M-V/def2-TZVPD) results for C44H95F13O19P2V as an isolated structure.

Geometry as ORCA input:
```
! wB97M-V def2-TZVPD RIJCOSX def2/J DEFGRID3
* xyz 0 4
V 14.43 19.67 17.78
P 16.94 16.82 16.96
F 15.61 15.83 17.32
F 15.87 18.14 17.23
F 17.23 16.76 18.54
F 18.12 17.91 16.82
F 17.94 15.67 16.67
F 16.44 16.91 15.48
P 15.10 20.83 14.62
F 14.74 19.47 13.84
F 13.78 21.49 14.02
F 13.95 20.34 15.92
F 15.41 22.16 15.50
F 16.25 19.99 15.40
F 16.16 21.27 13.54
F 23.49 18.88 14.56
C 22.80 17.75 14.37
C 23.39 16.81 13.53
C 22.72 15.60 13.40
C 21.52 15.32 14.06
C 20.95 16.29 14.86
C 21.58 17.54 14.97
H 24.36 17.04 13.06
H 23.03 14.75 12.83
H 20.97 14.40 13.95
H 19.94 16.20 15.32
H 21.08 18.36 15.52
C 18.57 16.84 11.73
O 17.93 17.72 10.86
C 17.33 18.81 11.54
C 16.84 19.86 10.58
O 15.66 19.40 9.93
C 14.44 19.66 10.69
C 13.20 19.34 9.81
O 12.69 18.00 9.75
C 13.05 17.30 8.54
H 18.85 15.99 11.15
H 17.79 16.57 12.41
H 19.39 17.38 12.27
H 18.09 19.27 12.24
H 16.50 18.40 12.14
H 17.59 20.15 9.85
H 16.65 20.79 11.14
H 14.51 20.73 10.98
H 14.44 18.94 11.58
H 13.46 19.64 8.75
H 12.32 19.91 10.00
H 12.96 16.26 8.73
H 14.09 17.55 8.21
H 12.44 17.72 7.79
C 21.47 14.81 20.28
O 22.53 14.58 19.41
C 22.15 14.74 18.04
C 23.40 14.59 17.24
O 23.81 13.26 17.40
C 25.06 12.93 16.89
C 25.35 11.50 17.14
O 25.84 11.33 18.47
C 26.32 10.07 18.83
H 21.83 14.73 21.28
H 20.69 13.96 20.14
H 20.89 15.67 20.04
H 21.70 15.77 17.93
H 21.44 13.99 17.75
H 24.17 15.26 17.61
H 23.30 14.91 16.21
H 25.84 13.50 17.34
H 25.10 13.25 15.86
H 26.08 11.18 16.38
H 24.45 10.93 17.08
H 25.53 9.31 18.90
H 26.78 10.09 19.82
H 27.04 9.70 18.04
C 17.35 21.11 17.94
O 15.93 21.12 17.96
C 15.46 22.25 18.69
C 14.06 22.57 18.24
O 13.29 21.38 18.40
C 11.79 21.50 18.40
C 11.18 21.68 17.00
O 11.16 20.50 16.28
C 11.05 20.69 14.86
H 17.70 22.06 17.48
H 17.72 20.35 17.19
H 17.73 20.87 18.92
H 16.04 23.10 18.41
H 15.51 22.08 19.78
H 13.92 22.93 17.18
H 13.66 23.36 18.86
H 11.56 22.34 19.02
H 11.40 20.59 18.94
H 11.88 22.40 16.50
H 10.19 22.10 17.23
H 10.02 20.51 14.62
H 11.65 19.99 14.30
H 11.26 21.70 14.50
C 9.75 15.49 17.51
O 10.68 16.48 17.79
C 11.20 17.19 16.63
C 12.63 17.56 16.92
O 12.67 18.45 18.09
C 12.91 17.73 19.26
C 13.51 18.72 20.29
O 14.81 19.21 19.91
C 15.91 18.42 20.33
H 9.44 15.02 18.43
H 10.13 14.64 16.87
H 8.84 15.86 16.99
H 10.57 18.10 16.55
H 11.18 16.63 15.68
H 13.00 18.04 16.02
H 13.26 16.75 17.10
H 13.62 16.92 19.08
H 12.02 17.27 19.65
H 13.61 18.19 21.26
H 12.93 19.66 20.33
H 16.76 18.75 19.65
H 15.82 17.31 20.16
H 16.18 18.74 21.34
C 15.43 15.63 10.98
O 14.98 15.93 12.29
C 13.56 16.01 12.29
C 13.07 16.12 13.72
O 12.92 14.87 14.40
C 14.02 14.43 15.19
C 13.53 13.63 16.37
O 12.78 14.48 17.15
C 12.62 13.97 18.42
H 16.50 15.53 10.92
H 15.11 16.38 10.25
H 14.90 14.68 10.58
H 13.02 15.20 11.77
H 13.21 16.97 11.94
H 12.07 16.60 13.67
H 13.76 16.82 14.19
H 14.35 15.29 15.68
H 14.70 13.83 14.58
H 14.50 13.30 16.86
H 13.01 12.70 16.15
H 11.82 14.54 18.96
H 13.60 13.97 18.95
H 12.40 12.87 18.39
C 16.88 12.61 16.15
O 15.99 11.59 16.37
C 16.42 10.55 17.17
C 15.25 9.83 17.72
O 14.76 10.34 18.94
C 14.02 9.40 19.63
H 17.24 13.12 17.07
H 16.49 13.34 15.42
H 17.77 12.11 15.74
H 17.03 10.92 18.02
H 16.98 9.88 16.51
H 15.44 8.82 17.85
H 14.42 9.85 17.02
H 14.64 8.48 19.93
H 13.13 9.14 19.11
H 13.68 9.90 20.55
C 17.94 13.59 19.76
O 17.86 13.95 21.15
C 17.03 13.01 21.85
C 17.43 11.47 21.79
O 18.37 11.27 22.78
C 19.62 11.90 22.57
H 18.81 12.88 19.60
H 18.06 14.54 19.26
H 16.95 13.19 19.43
H 15.97 13.11 21.56
H 17.12 13.24 22.88
H 17.86 11.34 20.76
H 16.54 10.82 21.98
H 19.72 12.89 22.96
H 19.83 11.89 21.47
H 20.32 11.26 23.08
*
```

## Properties
Frontier orbital gap (alpha / beta)   8.48 / 8.66 eV
LUMO level (alpha / beta)   -0.16 / -0.16 eV



DFT (ωB97M-V/def2-TZVPD) results for C30H43CeCl3NP as an isolated structure.

Geometry as ORCA input:
```
! wB97M-V def2-TZVPD RIJCOSX def2/J DEFGRID3
* xyz 0 1
P 0.04 -0.77 -1.17
C 1.64 -0.14 -1.96
C 1.95 -0.49 -3.42
C 3.38 -0.05 -3.79
C 3.58 1.44 -3.53
C 3.24 1.81 -2.08
C 1.82 1.37 -1.72
C -1.40 0.15 -2.00
C -1.38 0.32 -3.51
C -2.73 0.90 -4.00
C -3.05 2.22 -3.30
C -3.03 2.06 -1.78
C -1.69 1.48 -1.29
C -0.11 -2.47 -1.94
C 1.08 -3.33 -1.49
C 0.99 -4.76 -2.06
C -0.33 -5.43 -1.68
C -1.52 -4.57 -2.12
C -1.43 -3.14 -1.56
H 2.39 -0.66 -1.33
H 1.23 0.02 -4.08
H 1.83 -1.57 -3.60
H 3.58 -0.30 -4.83
H 4.09 -0.63 -3.18
H 4.62 1.73 -3.76
H 2.94 2.02 -4.21
H 3.96 1.32 -1.41
H 3.35 2.89 -1.93
H 1.60 1.61 -0.67
H 1.10 1.92 -2.34
H -2.23 -0.53 -1.74
H -3.52 0.17 -3.79
H -1.18 -0.63 -4.02
H -0.58 1.02 -3.79
H -2.71 1.03 -5.09
H -4.02 2.60 -3.63
H -2.30 2.97 -3.59
H -3.21 3.03 -1.29
H -3.84 1.39 -1.47
H -1.70 1.34 -0.20
H -0.88 2.20 -1.51
H -0.08 -2.37 -3.05
H 2.03 -2.87 -1.80
H 1.09 -3.37 -0.39
H 1.08 -4.71 -3.15
H 1.84 -5.35 -1.70
H -0.36 -5.55 -0.59
H -0.39 -6.42 -2.12
H -2.46 -5.03 -1.81
H -1.54 -4.52 -3.22
H -2.29 -2.56 -1.91
H -1.50 -3.18 -0.46
Ce -0.05 0.08 3.26
Cl -2.25 -0.46 2.37
Cl 2.30 0.31 2.66
C -0.44 1.89 4.35
H -0.70 1.72 5.39
C -0.52 3.09 3.68
C -1.23 4.12 4.35
C -1.36 5.36 3.77
C -0.79 5.63 2.52
C -0.07 4.63 1.85
C 0.08 3.37 2.40
H -1.66 3.88 5.31
H -1.91 6.13 4.30
H 0.38 4.84 0.88
H 0.67 2.60 1.91
H -0.90 6.62 2.07
Cl 2.76 -0.56 8.42
C 1.47 -1.10 7.42
C 0.62 -2.12 7.83
C -0.42 -2.53 7.00
C -0.61 -1.91 5.77
N 0.22 -0.91 5.36
C 1.26 -0.50 6.17
H 0.77 -2.59 8.79
H -1.10 -3.33 7.31
H -1.43 -2.21 5.10
H 1.89 0.31 5.82
*
```

## Properties
Frontier orbital gap (alpha / beta)   5.07 / 5.07 eV
LUMO level (alpha / beta)   -1.04 / -1.03 eV



DFT (ωB97M-V/def2-TZVPD) results for a 6-piece molecular cluster, H14NO5 overall.

Geometry as ORCA input:
```
! wB97M-V def2-TZVPD RIJCOSX def2/J DEFGRID3
* xyz 1 1
N 0.75 22.69 13.79
H 1.20 23.55 13.44
H 1.21 22.09 13.17
H -0.30 22.69 13.78
H 1.07 22.60 14.79
O 1.82 19.78 13.54
H 2.48 19.41 14.16
H 1.13 18.98 13.36
O -2.91 21.35 15.71
H -2.65 21.88 15.05
H -3.35 20.58 15.46
O -0.22 25.31 13.37
H -0.55 24.94 12.59
H -0.91 25.17 14.02
O 2.05 24.49 15.86
H 1.20 24.82 16.27
H 2.49 23.92 16.52
O -2.17 22.59 13.19
H -2.63 23.54 13.23
H -2.85 22.06 12.40
*
```

## Properties
Frontier orbital gap   10.70 eV
Relative energy (zero: lowest compared OMol25 entry of this formula, charge and spin)   304.2 kJ/mol
LUMO level   -3.77 eV



DFT (ωB97M-V/def2-TZVPD) results for C30H32ClN3SSi2Yb as an isolated structure.

Geometry as ORCA input:
```
! wB97M-V def2-TZVPD RIJCOSX def2/J DEFGRID3
* xyz 1 2
C -2.43 -1.46 4.33
C -3.49 -1.33 3.38
C -3.33 -2.35 2.40
H -4.27 -0.56 3.40
C -2.16 -3.11 2.74
C -1.61 -2.56 3.93
H -0.77 -2.97 4.49
H -2.27 -0.85 5.22
H -3.98 -2.54 1.55
H -1.79 -4.00 2.23
Yb -1.43 -0.73 2.04
Si -0.79 -0.76 -1.38
C -0.44 0.75 -2.52
C 0.77 0.97 -3.18
H 1.63 0.33 -2.98
C 0.92 1.99 -4.12
H 1.87 2.13 -4.64
C -0.15 2.84 -4.40
H -0.04 3.64 -5.12
C -1.36 2.65 -3.74
H -2.21 3.29 -3.96
C -1.51 1.61 -2.82
H -2.46 1.46 -2.30
C -0.20 -2.00 -2.71
C -0.84 -1.93 -3.96
H -1.70 -1.27 -4.12
C -0.39 -2.67 -5.06
H -0.91 -2.61 -6.02
C 0.74 -3.50 -4.95
H 1.11 -4.08 -5.80
C 1.39 -3.58 -3.71
H 2.28 -4.21 -3.59
C 0.90 -2.86 -2.60
H 1.41 -3.00 -1.64
H -2.23 -0.88 -0.98
Si 2.49 1.61 -0.07
C 1.76 -0.17 0.04
C 0.29 -0.51 0.13
H -0.22 0.35 0.67
C -0.04 -1.92 0.40
H -1.09 -2.34 0.41
C 0.98 -2.79 0.84
H 0.70 -3.79 1.21
C 2.32 -2.41 0.81
H 3.09 -3.09 1.19
C 2.69 -1.14 0.35
H 3.76 -0.93 0.22
C 1.13 2.90 -0.16
C 0.16 3.01 0.83
H 0.18 2.37 1.73
C -0.86 3.96 0.70
H -1.59 4.06 1.50
C -0.92 4.80 -0.41
H -1.73 5.53 -0.53
C 0.09 4.74 -1.37
H 0.09 5.39 -2.25
C 1.15 3.83 -1.21
H 1.98 3.81 -1.93
H 3.46 1.85 -1.05
Cl 3.43 1.85 1.74
N 0.73 -0.92 3.35
N 1.00 -0.12 4.51
C 0.17 0.91 4.81
N 0.47 1.48 6.00
S -1.09 1.49 3.84
H 1.47 -0.74 2.66
H 0.88 -1.90 3.61
H 1.46 -0.61 5.29
H 0.00 2.33 6.26
H 1.36 1.28 6.44
*
```

## Properties
Frontier orbital gap (alpha / beta)   7.14 / 6.24 eV
Relative energy (zero: lowest compared OMol25 entry of this formula, charge and spin)   27.8 kJ/mol
LUMO level (alpha / beta)   -3.00 / -4.21 eV



DFT (ωB97M-V/def2-TZVPD) results for C8H7N3 as an isolated structure.

Geometry as ORCA input:
```
! wB97M-V def2-TZVPD RIJCOSX def2/J DEFGRID3
* xyz 0 1
C 2.17 1.02 -0.26
C 1.93 -1.13 0.20
C 1.07 0.05 -0.01
C -0.36 0.02 -0.14
C -1.16 1.22 -0.16
C -2.64 1.11 0.17
C -3.09 -0.26 0.55
C -1.03 -1.13 -0.34
H 2.05 2.02 -0.37
H 4.04 -1.20 0.15
H 1.77 -2.17 0.23
H -0.56 2.40 -0.61
H -3.49 1.85 0.34
H -4.24 -0.54 0.84
H -0.75 -2.08 -0.78
N 3.36 0.71 0.25
N 3.23 -0.64 0.19
N -2.28 -1.24 -0.26
*
```

## Properties
Frontier orbital gap   7.89 eV
Relative energy (zero: lowest compared OMol25 entry of this formula, charge and spin)   619.7 kJ/mol
LUMO level   -0.26 eV



DFT (ωB97M-V/def2-TZVPD) results for C55H62N2O4S4SiTi as an isolated structure.

Geometry as ORCA input:
```
! wB97M-V def2-TZVPD RIJCOSX def2/J DEFGRID3
* xyz -2 1
Ti -1.12 -0.94 -0.20
C 3.90 -0.67 5.55
C 3.42 0.30 4.47
C 4.64 0.93 3.79
C 2.62 1.42 5.17
C 2.56 -0.40 3.41
C 1.67 0.34 2.63
C 0.95 -0.28 1.63
N -0.01 0.28 0.79
C -0.66 1.50 1.02
C -0.06 2.74 1.13
C -0.85 3.87 1.32
C -2.22 3.69 1.42
C -2.86 2.45 1.30
C -2.07 1.34 1.05
O -2.47 0.09 0.77
C -4.40 2.42 1.35
C -4.89 3.10 2.63
C -4.94 3.17 0.12
C -4.99 1.01 1.32
C -0.18 5.25 1.33
C 0.86 5.31 2.46
C 0.52 5.48 -0.02
C -1.19 6.37 1.55
C 1.05 -1.68 1.43
O 0.17 -2.17 0.51
C 1.95 -2.43 2.17
C 2.70 -1.75 3.15
C 2.04 -3.96 2.06
C 3.23 -4.54 2.82
C 2.16 -4.40 0.60
C 0.74 -4.54 2.65
H 4.40 -0.12 6.35
H 4.62 -1.39 5.15
H 3.06 -1.23 5.98
H 5.26 1.48 4.52
H 4.33 1.63 3.01
H 5.26 0.16 3.32
H 3.20 1.82 6.00
H 1.67 1.04 5.55
H 2.40 2.25 4.49
H 1.52 1.40 2.78
H 1.02 2.80 1.01
H -2.85 4.56 1.55
H -4.55 4.14 2.71
H -4.53 2.56 3.51
H -5.98 3.10 2.65
H -4.63 4.22 0.12
H -6.03 3.13 0.10
H -4.56 2.70 -0.80
H -4.63 0.41 2.17
H -4.75 0.48 0.40
H -6.08 1.08 1.39
H 1.63 4.54 2.33
H 0.39 5.15 3.43
H 1.36 6.29 2.46
H 1.31 4.75 -0.19
H 0.96 6.48 -0.06
H -0.20 5.37 -0.84
H -1.73 6.25 2.50
H -1.92 6.41 0.74
H -0.66 7.33 1.58
H 3.40 -2.32 3.75
H 4.17 -4.09 2.49
H 3.28 -5.62 2.63
H 3.14 -4.40 3.90
H 3.08 -4.01 0.15
H 1.33 -4.03 0.01
H 2.18 -5.49 0.54
H 0.62 -4.24 3.69
H 0.76 -5.64 2.60
H -0.12 -4.17 2.09
O -2.31 -2.43 1.58
C -2.72 -3.58 0.87
C -2.57 -3.53 -0.64
C -2.89 -4.66 -1.39
C -2.89 -4.57 -2.77
C -2.63 -3.36 -3.36
C -2.30 -2.28 -2.56
N -2.21 -2.39 -1.22
H -2.82 -1.65 1.29
H -3.77 -3.80 1.07
H -2.13 -4.42 1.25
H -3.15 -5.58 -0.87
H -3.13 -5.44 -3.37
H -2.68 -3.22 -4.43
H -2.12 -1.30 -2.98
O -5.33 2.74 -5.97
C -4.91 2.08 -5.03
S -3.40 2.39 -4.20
C -3.47 1.08 -3.00
C -4.57 0.30 -3.04
S -5.09 -1.05 -2.05
S -5.73 0.72 -4.31
S -2.08 1.17 -1.90
C 3.09 -4.68 -2.95
C 1.74 -4.72 -2.64
C 1.06 -3.54 -2.35
C 1.68 -2.29 -2.38
C 3.04 -2.28 -2.69
C 3.75 -3.45 -2.96
Si 0.63 -0.67 -2.20
C 1.99 0.62 -1.83
C 2.86 0.40 -0.76
C 3.81 1.34 -0.38
C 3.92 2.54 -1.06
C 3.08 2.78 -2.15
C 2.13 1.83 -2.53
C 0.22 -0.46 -4.08
C -0.22 0.76 -4.64
C -0.46 0.90 -6.00
C -0.29 -0.17 -6.87
C 0.11 -1.39 -6.35
C 0.36 -1.53 -4.98
H 3.63 -5.59 -3.18
H 1.21 -5.67 -2.61
H 0.01 -3.61 -2.09
H 3.58 -1.33 -2.72
H 4.80 -3.40 -3.19
H 2.81 -0.53 -0.21
H 4.46 1.12 0.47
H 4.65 3.28 -0.76
H 3.16 3.71 -2.70
H 1.50 2.05 -3.38
H -0.43 1.59 -3.99
H -0.81 1.86 -6.38
H -0.48 -0.06 -7.93
H 0.23 -2.25 -7.00
H 0.68 -2.50 -4.62
*
```

## Properties
Frontier orbital gap   4.77 eV
Relative energy (zero: lowest compared OMol25 entry of this formula, charge and spin)   144.3 kJ/mol
LUMO level   3.81 eV